Record 1
93
Properties=species:S:1:pos:R:3:mulliken_charge:R:1 method="wB97M-V/def2-TZVPD" e_above_lowest_ev=0.0000 e_homo_ev="-6.1 / -6.1" multiplicity=1
C 4.84395 4.08739 0.24180 -0.754
H 3.25829 -0.82542 -2.63747 0.328
C -5.03607 4.08062 2.75300 -0.618
C -2.81954 -1.17353 1.82105 -0.178
H -4.15700 0.03463 -2.52574 0.189
N 1.15210 1.36968 0.83943 0.324
H -4.30037 -6.12709 2.79264 0.411
C -4.75098 -2.77159 2.53044 -0.389
H 1.84760 -5.53017 1.01091 0.560
N 1.15035 -1.38507 0.82639 0.369
C -1.59049 -4.30491 -1.72811 -1.180
C -1.81032 -2.98813 -1.30235 -0.136
H -6.04037 4.37517 3.02977 0.416
C 0.58963 3.65972 -2.37143 1.206
H 2.15917 -4.89647 -3.22308 0.418
C -2.47478 -3.42271 1.99405 0.538
H -2.75167 -2.71872 -0.83140 0.638
C 1.84050 3.93120 -2.96342 -0.826
C 1.89841 -3.88866 -2.92550 -0.827
H -2.36347 -5.04956 -1.59608 0.472
C 4.51799 -2.74794 0.31872 -0.115
C 2.36619 1.56939 -2.84121 -0.314
H 3.08816 0.81284 -3.08206 0.267
C -3.45999 -2.44100 2.14165 0.346
H -2.74699 2.72625 -0.75781 0.670
C -1.25922 2.69853 1.61952 -0.363
C -2.46596 3.39251 2.04076 0.535
C -4.04547 5.06202 2.62687 -0.754
C -3.45559 2.41235 2.16468 0.312
C 2.46716 1.15247 0.57393 -0.131
H 5.89385 -4.37622 0.13529 0.414
H -4.30168 6.09697 2.81503 0.407
H 4.20563 6.11585 0.52412 0.420
C -2.75476 -4.76214 2.22777 -0.234
H -0.14708 -5.63174 -2.57889 0.438
N -1.52444 -1.39506 1.45204 0.160
Sc -0.43399 -0.00350 0.11580 -1.688
C -4.04607 -5.09187 2.60344 -0.785
H 4.22382 -6.12095 0.56176 0.424
C 3.17864 2.42459 0.50756 0.268
C -0.37966 4.66226 -2.15797 -0.741
C 2.24059 -3.42454 0.80514 0.139
C -2.59751 0.01294 -1.04131 0.567
H -2.35410 5.08188 -1.43529 0.468
H 5.21948 1.96915 0.01409 0.558
N -3.43227 -0.01280 1.96243 -0.479
H 1.83842 5.50940 1.03141 0.569
C 2.23578 3.41166 0.79360 0.259
C 1.20278 -1.21158 -2.15853 0.784
H 3.80870 -3.06347 -3.33878 0.352
C 2.46873 -1.55416 -2.61783 -0.725
H -1.98601 -5.51593 2.11670 0.576
C -1.58619 4.33962 -1.60485 -1.273
C 0.26419 2.33946 -1.97360 -0.695
C 4.49835 2.74563 0.23366 -0.157
C 2.69332 2.88998 -3.18987 -1.262
C -5.03198 -4.10903 2.75302 -0.603
N 0.69566 0.01619 -1.80995 0.841
C 0.61032 -3.62058 -2.41583 1.326
C 3.89828 5.07764 0.52640 -0.721
C -0.37399 -4.61937 -2.26550 -0.752
C -4.75338 2.74347 2.52966 -0.386
C -2.81406 1.14648 1.83770 -0.226
H -6.03089 -4.40282 3.04946 0.419
N -0.92169 2.05379 -1.37974 0.551
H -1.97625 5.48478 2.18095 0.579
N 3.08325 -0.00604 0.43774 -0.304
H 3.65646 3.07596 -3.64950 0.401
H 5.24428 -1.96822 0.12914 0.568
H -5.50845 1.97486 2.63110 0.572
C 0.27472 -2.30847 -2.00077 -0.640
H 2.09669 4.94880 -3.22957 0.424
C 4.86700 -4.08870 0.32267 -0.752
N -0.12033 3.33342 1.39344 -0.349
C -1.27048 -2.72588 1.57125 -0.417
N -0.12938 -3.35590 1.34348 -0.347
C 3.91480 -5.08315 0.56764 -0.704
C 2.80093 -2.86718 -2.99341 -1.350
C -1.80721 3.00963 -1.22317 -0.096
C 2.47097 -1.16449 0.59263 -0.077
H -5.50382 -2.00337 2.64993 0.579
H -0.15288 5.68007 -2.45318 0.447
C 2.58957 -4.76614 0.81873 -0.282
N -1.51240 1.36864 1.48955 0.172
C 1.17146 1.23773 -2.21095 0.646
N -0.91972 -2.03162 -1.42105 0.507
C 0.97360 -2.72891 1.00200 -0.118
C 2.58168 4.75367 0.81243 -0.203
C 3.18929 -2.43355 0.55456 0.278
C 0.97682 2.71181 1.02440 -0.159
N -3.46471 0.02582 -1.80906 -0.201
C -2.74778 4.73136 2.27451 -0.219
H 5.86383 4.38002 0.02643 0.413

---

Record 2
12
Properties=species:S:1:pos:R:3:mulliken_charge:R:1 method="wB97M-V/def2-TZVPD" e_above_lowest_ev=3.3541 s_squared=2.006 e_homo_ev="-5.8 / -9.3" multiplicity=3
O 1.29761 0.67741 2.37336 -0.186
H 1.62268 -0.11632 -2.54072 -0.099
H -0.76045 -1.91565 0.93030 0.220
C -0.86675 -0.84557 0.44536 -0.565
H 0.43658 -1.85590 -2.92294 -0.108
C 1.29223 1.35373 1.38991 -0.536
Si 0.71305 -0.88388 -1.88718 0.183
H 2.14760 1.35179 0.75170 0.302
H -0.83122 -0.10557 1.26204 0.184
N 0.18874 -0.35170 -0.45011 -0.039
H 0.47929 2.02247 1.15665 0.391
H -1.84730 -0.88513 -0.08418 0.254

---

Record 3
43
Properties=species:S:1:pos:R:3:mulliken_charge:R:1 method="wB97M-V/def2-TZVPD" e_homo_ev=-2.2 total_charge=-1 multiplicity=1
C 1.90482 -0.84753 3.98032 -0.425
H -5.97794 1.09278 0.93788 0.094
B -4.43210 0.33660 -0.37176 0.450
C 1.22776 -1.55948 -2.11433 -0.864
O -0.87173 -0.12241 4.59882 -0.695
O -0.87781 -1.87810 2.86007 -0.605
C -5.66506 1.09114 -0.11207 -0.966
C -2.37987 0.55255 -2.01204 -0.285
H -1.81527 0.27212 -1.12509 -0.224
H 1.16894 -2.88172 4.06020 0.293
H -3.77754 -1.27646 0.63474 0.197
O 0.99685 -0.29083 3.01903 -0.225
H 4.41482 1.88320 -1.01378 0.255
O 1.33098 0.37924 -3.86486 -0.665
H 1.58227 -2.21728 -2.90248 0.332
C 4.06902 0.98361 -2.94137 -0.378
O 3.25888 -0.08815 -2.42177 -0.281
H 0.14064 -1.57820 -2.05380 0.323
H -2.26846 0.50811 2.05614 0.326
H 1.66505 -1.82000 -1.15456 0.285
H 3.71225 1.25881 -3.93530 0.340
H 2.35891 -2.59224 2.79892 0.215
H -0.76835 0.36534 1.11708 0.030
H -2.26258 1.60131 -2.26232 0.321
H -5.66211 2.10010 -0.53068 0.210
H -0.89126 1.60625 2.40604 0.406
C -1.18160 0.60705 2.09194 -0.670
H -3.99374 -0.90121 -2.14633 0.232
H -4.45898 0.74363 -2.55021 0.148
H 2.87203 -2.69617 4.49629 0.384
C 2.08622 -2.34565 3.82499 -0.957
H 5.06280 0.55432 -3.05586 0.268
O -3.64669 -0.32927 0.65753 -0.627
S 1.67300 0.09275 -2.50675 1.239
C 4.11757 2.18479 -2.01784 -0.967
H 3.14500 2.66742 -1.94272 0.293
C -3.85811 0.14805 -1.86630 -0.739
H 2.84990 -0.33513 3.80579 0.271
H 1.57147 -0.59032 4.98764 0.371
H -1.93311 -0.00482 -2.84454 0.275
H 4.83442 2.91393 -2.39747 0.379
O 1.25010 0.95064 -1.44908 -0.564
S -0.57141 -0.53874 3.25988 1.198

---

Record 4
80
Properties=species:S:1:pos:R:3:mulliken_charge:R:1 method="wB97M-V/def2-TZVPD" smiles="CCOC(=O)[C@@H]1CCCN([C@@H]2CC(=O)N(c3ccc(N4C(=O)C[C@H](N5CCC[C@@H](C(=O)OCC)C5)C4=O)cc3)C2=O)C1" e_above_lowest_ev=0.0000 e_homo_ev=-8.6 multiplicity=1
H -5.76776 -4.41562 0.36810 0.308
C 3.65122 -1.40458 2.44770 0.466
N 3.47633 -0.08691 2.03649 0.419
C 7.30109 -0.11687 -0.08362 -1.053
O -4.20015 -2.18384 0.71829 -0.614
C -5.93494 0.78591 -2.16841 -0.829
C -5.81958 -0.53480 -1.41726 -1.036
C -3.39048 2.85373 -0.34976 -0.136
C -3.48381 3.43547 1.06002 -1.104
C 3.67173 -0.69767 -2.23334 -0.655
O -2.00185 3.05003 2.95649 -0.600
H 0.75164 -1.87572 -1.81593 0.337
C -5.47302 -0.24847 0.04913 0.802
H 5.36443 1.52450 -2.42776 0.433
H 0.52429 3.39253 2.21854 0.463
C 1.94699 1.79707 2.20727 -0.728
H -6.76701 1.36350 -1.76301 0.322
C -4.65161 1.59649 -2.01407 -0.543
H -7.50641 -4.23578 0.65211 0.292
C 5.13881 -1.63328 2.59693 -1.189
H -6.75476 -1.09380 -1.47823 0.381
H 8.01242 0.18846 0.68625 0.454
O 2.45425 -0.79872 -1.69616 -0.048
C 0.65474 -0.24645 -3.24228 -1.091
N -4.42073 1.85651 -0.60289 0.112
H -3.38045 0.02039 -0.31630 0.160
N -1.46271 2.26657 0.86709 0.496
H -4.76023 2.55436 -2.52823 0.458
H 5.72905 -1.97031 -1.13101 0.439
C 4.64062 -0.11577 -1.22605 1.953
H -0.13719 -0.69100 -3.83850 0.415
H -3.45752 4.52584 1.05950 0.393
C -6.25916 -3.22281 2.08851 -0.262
C 4.67198 0.57860 1.81539 0.075
H -6.54489 -5.30925 1.68078 0.375
H 6.24480 0.00918 -2.64417 0.331
C 0.73288 2.38273 1.90331 -0.810
C 0.02823 0.35447 0.80715 -0.131
H -7.01779 -3.16496 2.87130 0.320
H 1.85164 -2.04877 -3.21905 0.417
H 7.63126 1.59925 -1.34104 0.457
C -5.23169 -1.56582 0.75865 0.013
O 4.78456 1.75756 1.60408 -0.603
O -1.45121 1.76700 -1.37448 -0.561
C -6.54017 -4.37207 1.13193 -1.094
H -6.12343 0.60213 -3.22675 0.442
H 1.33175 0.28919 -3.90352 0.335
H -3.80834 1.05299 -2.46836 0.233
C -4.20812 0.60882 0.11229 -1.091
C 1.40857 -1.34393 -2.50757 -0.417
H 1.44978 -1.23749 0.78772 0.425
C 6.79029 1.10063 -0.85776 -0.425
O 3.96442 -1.06642 -3.34074 -0.629
H -5.02532 -1.14282 -1.85664 0.371
C 5.77117 0.65795 -1.90401 -1.142
H 0.21531 0.45617 -2.53897 0.256
H 6.32517 1.80624 -0.16814 0.233
C 5.78943 -0.46862 1.84800 0.032
H 7.81834 -0.79041 -0.77619 0.455
H -3.96956 0.82366 1.15689 0.537
C 5.24357 -1.29140 -0.42069 -1.660
C -0.22157 1.66299 1.19852 0.212
H -0.72333 -0.20409 0.27263 0.487
O 2.76455 -2.18032 2.67259 -0.596
C 1.24673 -0.22601 1.09568 -0.344
C 2.20795 0.49833 1.78982 0.147
H 2.69376 2.35344 2.74946 0.488
C -1.99149 2.24165 -0.40929 -0.190
N 6.24933 -0.89798 0.53969 0.124
H 5.43048 -2.60392 2.19897 0.333
H 4.07509 0.54177 -0.56232 -0.012
H -4.39500 3.12885 1.57236 0.339
H 6.65554 -0.06124 2.37578 0.626
H -3.48579 3.62470 -1.11906 0.780
H 5.38308 -1.61591 3.66020 0.386
H 4.44731 -1.84385 0.08261 0.562
H -5.26636 -3.33587 2.53553 0.322
O -6.32090 -1.95974 1.41858 -0.346
H -6.30717 0.26994 0.52672 0.377
C -2.26313 2.92370 1.79253 0.341

---

no.,E_tot (hartree)
1,-3378.993154
2,-499.631877
3,-1705.225307
4,-1987.050128